DFT (ωB97M-V with the def2-TZVPD basis set) results for a structure of composition C54H60FeN6O2SSiTe.

Results
Expectation value of S²   8.774
Gap between HOMO and LUMO (alpha / beta)   6.639 / 6.403 eV
E_HOMO (alpha / beta)   -4.449 / -4.591 eV
Calculated total energy   -130405.3878 eV
2S+1   6
LUMO (alpha / beta)   2.191 / 1.811 eV
Net charge   -1

Each line ends with the Löwdin charge.
Cartesian coordinates (Å):
Fe -0.09 -0.84 1.25  0.657
C -4.54 -2.11 0.78  -0.028
C -3.19 -1.47 0.79  -0.268
N -2.11 -2.02 1.23  -0.018
N -2.23 -3.26 1.79  -0.010
C -1.07 -3.87 1.85  -0.888
N -1.12 -5.12 2.44  0.047
S 0.43 -3.32 1.22  0.671
C -3.04 -0.10 0.26  -0.224
C -4.14 0.64 -0.18  -0.034
C -3.97 1.95 -0.59  -0.068
C -2.70 2.50 -0.55  -0.060
C -1.65 1.69 -0.13  -0.173
N -1.81 0.43 0.25  0.061
H -4.47 -3.12 1.18  0.060
H -4.93 -2.16 -0.24  0.082
H -5.25 -1.54 1.38  0.068
H -1.86 -5.24 3.10  0.081
H -0.22 -5.48 2.70  0.056
H -5.13 0.19 -0.17  0.103
H -4.82 2.53 -0.92  0.104
H -2.51 3.52 -0.86  0.101
H -0.64 2.06 -0.10  0.086
C -1.80 0.37 -9.13  -0.062
C -1.31 0.34 -7.70  -0.281
C -0.82 1.48 -7.08  -0.028
C -0.36 1.47 -5.77  -0.302
C 0.15 2.76 -5.18  -0.073
C -0.38 0.27 -5.05  -0.361
Te 0.16 0.29 -2.87  1.622
N 0.81 -0.44 -0.90  -0.192
C 1.88 -1.16 -0.62  -0.679
O 2.16 -1.36 0.59  -0.178
C 2.79 -1.79 -1.63  -0.163
C 2.33 -2.81 -2.45  -0.046
C 3.21 -3.46 -3.31  -0.097
C 4.54 -3.07 -3.37  -0.106
C 5.00 -2.04 -2.56  -0.090
C 4.13 -1.42 -1.68  -0.027
C 2.15 0.90 -3.32  -0.361
C 2.70 1.94 -2.57  -0.302
C 1.92 2.67 -1.52  -0.086
C 4.03 2.31 -2.79  -0.019
C 4.81 1.69 -3.75  -0.274
C 6.25 2.08 -3.96  -0.054
C 4.24 0.67 -4.49  -0.028
C 2.92 0.26 -4.30  -0.278
C 2.41 -0.84 -5.19  -0.056
C -0.87 -0.89 -5.65  -0.322
C -0.90 -2.23 -4.97  -0.083
C -1.33 -0.83 -6.97  -0.030
H -1.82 1.39 -9.51  0.068
H -2.80 -0.04 -9.20  0.075
H -1.15 -0.21 -9.78  0.076
H -0.80 2.42 -7.64  0.107
H -0.07 3.59 -5.84  0.071
H 1.23 2.72 -5.02  0.074
H -0.31 2.96 -4.21  0.053
H 1.30 -3.12 -2.39  0.115
H 2.85 -4.27 -3.93  0.102
H 5.22 -3.57 -4.05  0.095
H 6.03 -1.74 -2.60  0.098
H 4.48 -0.63 -1.02  0.123
H 1.61 1.99 -0.73  0.037
H 1.02 3.13 -1.94  0.061
H 2.53 3.46 -1.07  0.075
H 4.45 3.12 -2.20  0.110
H 6.51 2.96 -3.37  0.070
H 6.44 2.31 -5.01  0.076
H 6.92 1.28 -3.67  0.075
H 4.83 0.16 -5.24  0.121
H 3.25 -1.47 -5.51  0.078
H 1.91 -0.44 -6.07  0.088
H 1.70 -1.48 -4.67  0.035
H -0.82 -2.15 -3.89  0.025
H -0.07 -2.85 -5.31  0.081
H -1.82 -2.77 -5.20  0.077
H -1.71 -1.74 -7.43  0.117
C -2.15 2.41 6.12  -0.096
C -1.24 2.04 4.94  -0.590
C 0.22 2.15 5.38  -0.089
C -1.49 3.06 3.82  -0.100
Si -1.56 0.29 4.20  0.467
O -0.93 0.22 2.73  -0.372
C -3.45 0.11 4.14  -0.191
C -4.15 0.80 3.16  -0.105
C -5.54 0.75 3.08  -0.105
C -6.25 -0.02 3.99  -0.112
C -5.57 -0.74 4.96  -0.097
C -4.19 -0.67 5.03  -0.081
C -0.92 -1.03 5.41  -0.199
C -1.11 -1.01 6.79  -0.110
C -0.63 -2.03 7.61  -0.103
C 0.07 -3.09 7.06  -0.108
C 0.27 -3.13 5.68  -0.087
C -0.22 -2.11 4.88  -0.088
H -1.99 3.46 6.40  0.077
H -1.95 1.81 7.00  0.056
H -3.21 2.29 5.87  0.073
H 0.44 3.16 5.73  0.080
H 0.89 1.92 4.56  0.055
H 0.44 1.45 6.20  0.072
H -1.23 4.07 4.17  0.079
H -2.54 3.07 3.52  0.067
H -0.89 2.83 2.94  0.056
H -3.61 1.39 2.43  0.087
H -6.06 1.31 2.31  0.097
H -7.33 -0.07 3.93  0.092
H -6.12 -1.35 5.66  0.094
H -3.67 -1.24 5.80  0.091
H -1.65 -0.20 7.26  0.083
H -0.79 -1.98 8.68  0.093
H 0.44 -3.89 7.69  0.092
H 0.81 -3.96 5.23  0.097
H -0.04 -2.17 3.81  0.050
C 4.36 1.59 2.89  -0.086
C 3.32 2.32 2.34  -0.069
C 2.09 1.70 2.19  -0.158
N 1.87 0.43 2.52  0.045
C 2.87 -0.26 3.04  -0.131
C 4.13 0.28 3.26  -0.060
H 5.34 2.04 3.02  0.098
H 3.45 3.35 2.03  0.097
H 1.23 2.24 1.81  0.100
H 2.66 -1.30 3.28  0.111
H 4.91 -0.33 3.70  0.099

***

DFT (ωB97M-V with the def2-TZVPD basis set) results for a structure of composition C54H64BClCrN10O6S3Te.

Results
Expectation value of S²   2.188
Gap between HOMO and LUMO (alpha / beta)   6.759 / 6.816 eV
E_HOMO (alpha / beta)   -7.569 / -7.584 eV
Calculated total energy   -165637.3809 eV
2S+1   3
LUMO (alpha / beta)   -0.811 / -0.768 eV
Net charge   0

Each line ends with the Löwdin charge.
Cartesian coordinates (Å):
Cr 0.43 0.09 -1.31  0.185
C -4.05 -2.41 -0.47  -0.048
C -3.36 -1.48 0.49  -0.228
C -3.60 -1.48 1.82  0.080
C -2.90 -0.59 2.67  -0.183
N -2.03 0.26 2.18  0.199
N -1.77 0.24 0.88  0.010
B -0.71 1.23 0.23  -0.545
N 0.18 1.91 1.36  0.024
N -0.39 2.54 2.38  0.195
C 0.37 3.03 3.33  -0.188
C 1.76 2.80 3.33  0.076
C 2.36 2.22 2.26  -0.236
C 3.83 1.96 2.18  -0.038
C 1.50 1.83 1.20  -0.545
S 2.13 1.32 -0.31  0.855
C -0.30 3.95 4.34  -0.531
C 0.61 4.27 5.53  -0.059
C -0.62 5.26 3.59  -0.033
C -1.60 3.36 4.87  -0.042
N -1.57 2.35 -0.48  0.009
N -2.48 2.94 0.31  0.191
C -3.31 3.79 -0.21  -0.197
C -3.29 4.08 -1.60  0.073
C -2.35 3.51 -2.40  -0.226
C -2.28 3.76 -3.87  -0.049
C -1.42 2.62 -1.78  -0.558
S -0.18 1.89 -2.69  0.857
C -4.27 4.50 0.73  -0.540
C -4.40 3.72 2.04  -0.051
C -5.66 4.65 0.09  -0.048
C -3.69 5.89 1.00  -0.028
C -2.36 -0.59 0.02  -0.537
S -1.89 -0.58 -1.62  0.921
C -3.15 -0.53 4.17  -0.529
C -4.01 0.72 4.44  -0.032
C -1.81 -0.44 4.89  -0.043
C -3.89 -1.77 4.68  -0.059
H -4.83 -2.98 0.04  0.084
H -3.33 -3.09 -0.91  0.087
H -4.50 -1.85 -1.29  0.084
H -4.31 -2.18 2.24  0.118
H 2.36 3.11 4.18  0.119
H 4.34 2.38 3.04  0.086
H 4.25 2.38 1.27  0.078
H 4.00 0.88 2.14  0.088
H 1.49 4.85 5.23  0.084
H 0.95 3.36 6.03  0.092
H 0.06 4.86 6.25  0.090
H 0.28 5.69 3.16  0.093
H -1.06 5.99 4.28  0.091
H -1.33 5.06 2.79  0.055
H -1.40 2.55 5.57  0.085
H -2.21 2.97 4.06  0.037
H -2.17 4.13 5.40  0.095
H -4.03 4.74 -2.03  0.123
H -3.12 4.36 -4.21  0.086
H -2.26 2.81 -4.41  0.075
H -1.35 4.28 -4.13  0.093
H -4.91 2.77 1.87  0.090
H -4.98 4.30 2.75  0.093
H -3.43 3.50 2.46  0.047
H -6.03 3.69 -0.28  0.095
H -5.66 5.36 -0.74  0.075
H -6.36 5.02 0.83  0.089
H -2.66 5.82 1.36  0.068
H -4.28 6.41 1.76  0.091
H -3.69 6.50 0.10  0.087
H -3.60 1.59 3.94  0.043
H -4.05 0.92 5.51  0.091
H -5.03 0.57 4.08  0.088
H -1.18 0.35 4.47  0.054
H -1.25 -1.37 4.78  0.091
H -1.97 -0.25 5.95  0.088
H -4.90 -1.84 4.29  0.079
H -3.96 -1.71 5.76  0.090
H -3.35 -2.68 4.43  0.094
O 0.72 -2.76 2.46  -0.288
Cl 1.20 -1.50 1.99  0.694
O 2.63 -1.50 1.83  -0.347
O 0.80 -0.44 2.87  -0.303
O 0.59 -1.26 0.66  -0.476
N 2.93 2.22 -3.38  0.167
C 2.58 0.96 -3.72  -0.566
O 2.16 0.16 -2.80  -0.325
C 2.75 0.55 -5.05  -0.197
C 3.24 1.48 -5.99  -0.238
N 3.60 2.28 -6.74  0.131
C 2.48 -0.78 -5.47  -0.208
N 2.25 -1.84 -5.85  0.204
H 2.66 2.55 -2.47  0.034
H 3.11 2.90 -4.10  0.098
C 3.74 -7.47 2.02  -0.046
C 3.42 -6.24 1.21  -0.256
C 4.38 -5.30 0.91  -0.009
C 4.09 -4.15 0.18  -0.296
C 5.20 -3.16 -0.05  -0.073
C 2.79 -3.98 -0.31  -0.279
Te 2.63 -2.11 -1.33  1.956
N 0.73 -1.80 -1.98  -0.307
C 0.44 -2.56 -3.06  -0.601
O 1.06 -3.59 -3.33  0.000
C -0.72 -2.18 -3.93  -0.211
C -0.77 -0.93 -4.54  -0.099
C -1.83 -0.62 -5.39  -0.069
C -2.83 -1.55 -5.62  -0.084
C -2.76 -2.80 -5.03  -0.076
C -1.70 -3.13 -4.20  -0.027
C 3.91 -2.62 -2.95  -0.352
C 3.81 -3.87 -3.55  -0.113
C 4.65 -4.20 -4.60  -0.067
C 5.59 -3.27 -5.04  -0.066
C 5.71 -2.06 -4.40  -0.047
C 4.89 -1.71 -3.33  -0.316
C 5.20 -0.41 -2.62  -0.062
C 1.78 -4.88 0.03  -0.254
C 0.32 -4.69 -0.28  -0.032
C 2.12 -6.00 0.77  -0.008
H 4.78 -7.46 2.33  0.073
H 3.57 -8.37 1.43  0.082
H 3.11 -7.52 2.91  0.082
H 5.40 -5.44 1.27  0.116
H 6.06 -3.42 0.56  0.085
H 4.90 -2.15 0.24  0.059
H 5.52 -3.14 -1.09  0.074
H 0.02 -0.22 -4.38  0.063
H -1.85 0.35 -5.87  0.104
H -3.65 -1.31 -6.28  0.099
H -3.53 -3.54 -5.23  0.101
H -1.62 -4.11 -3.75  0.120
H 3.06 -4.57 -3.22  0.097
H 4.56 -5.16 -5.08  0.107
H 6.23 -3.51 -5.88  0.105
H 6.46 -1.35 -4.73  0.118
H 6.15 -0.50 -2.09  0.092
H 4.44 -0.12 -1.89  0.023
H 5.30 0.41 -3.33  0.085
H 0.17 -4.44 -1.32  0.055
H -0.09 -3.89 0.34  0.069
H -0.23 -5.61 -0.07  0.082
H 1.34 -6.71 1.03  0.120